C36H62Br10O21 | ωB97M-V/def2-TZVPD

## Properties
Structure (SMILES): C[C@H]1COC(=O)O1.C[C@H]1COC(=O)O1.C[C@H]1COC(=O)O1.C[C@H]1COC(=O)O1.C[C@H]1COC(=O)O1.COC(=O)OC.COC(=O)OC.BrCCBr.BrCCBr.BrCCBr.BrCCBr.BrCCBr
Strongest force on any atom (hartree/bohr): 0.1256
Total energy (Eh): -28728.9785

```
129
Properties=species:S:1:pos:R:3:forces:R:3
C 8.72209 -1.80678 -1.04239 -1.61 1.89 -1.21
Br 0.91329 -5.54412 4.88861 -0.18 -0.13 -0.11
C -6.35603 4.12250 -0.23687 3.04 1.27 1.28
C -7.07539 -0.07256 5.44419 -1.58 2.09 0.18
H 1.24239 -9.71863 -2.85998 0.13 0.37 0.02
H -8.44300 -1.78907 -0.04967 -0.49 -0.20 -0.95
O -8.55791 4.73312 -0.46030 0.21 0.31 1.84
C -3.74660 4.79200 7.02587 -3.39 -1.33 1.67
O 9.76679 -1.89551 -1.89430 1.16 -0.52 1.43
O -5.64020 -3.00434 0.08210 0.77 -0.75 1.23
C -8.39553 3.47378 -0.93648 -1.69 -0.19 -1.55
H 6.60434 4.48781 4.81326 -0.04 -0.21 -0.63
C 1.01195 -8.85627 -3.48554 -1.61 -0.11 -1.30
Br 2.46440 2.79202 -5.63892 -2.10 -0.11 0.63
O 1.11894 -4.13317 -6.27403 -1.40 0.06 2.26
O -4.53734 4.40915 6.18129 1.49 0.54 0.49
H -7.55281 -1.05033 5.50842 0.52 0.12 -0.30
H 7.86092 5.76125 -1.25640 0.05 -0.41 0.51
O -9.30743 2.75984 -1.35299 3.02 1.83 1.32
H -6.34147 -1.26103 -0.59215 -0.03 0.29 -0.07
O 6.20715 7.37395 -2.77052 0.57 2.32 -4.46
Br -8.00292 0.95517 6.95758 0.79 -0.73 -0.46
C 0.34343 -6.97588 3.67730 -0.19 1.29 -0.51
H 7.37483 -1.59558 1.12979 0.28 0.19 -0.44
H 2.27376 -4.84994 -8.36495 0.07 -0.56 0.39
H -1.96767 4.94816 5.04449 0.17 -0.85 -0.55
H 0.08135 4.90996 -5.88950 0.01 -0.14 0.26
H -7.26930 5.24914 1.30011 -1.09 -0.07 -0.04
C -7.82350 -2.68118 -0.14171 -1.77 2.01 -0.83
C -6.50821 -2.32087 -0.78459 -0.51 1.14 -0.36
O -2.44783 4.93133 6.98338 0.87 -0.06 0.52
C 0.43201 -1.05809 0.29106 0.05 1.55 -1.32
O -7.05265 3.26408 -1.03786 -1.28 -2.06 -1.38
H -6.06089 -3.59363 -2.49728 -0.39 -0.29 0.20
H 4.57935 3.21446 5.11944 -0.19 -0.29 0.25
H -1.39998 -5.88523 2.69831 0.16 0.19 0.77
H -0.07302 2.29210 -5.97859 0.22 0.15 -0.06
H -4.26505 3.94613 -0.69690 0.21 0.21 0.23
H 6.87901 3.51000 -1.97552 0.06 -0.15 0.20
H -4.71777 5.64659 -0.35391 -0.18 -0.24 0.58
Br -2.28511 -7.51244 4.58936 0.24 0.67 -0.90
H -1.86095 3.25943 5.86432 -0.18 0.23 -0.40
H 0.87365 -1.93388 2.12014 -0.42 0.60 0.95
Br 5.47183 0.95487 5.76104 -0.24 -0.12 -0.08
C 5.41416 2.60985 4.76498 0.51 1.16 0.99
C -1.34411 -0.25411 1.36381 -2.90 4.77 2.32
O -7.52001 -2.85854 1.22662 -1.10 -0.42 0.49
H 9.34080 -0.51776 -3.39228 -0.48 -0.33 -0.11
C -7.36697 0.78694 4.20276 -0.39 -0.37 -0.15
C 2.71365 -4.01317 -7.82235 0.25 -0.33 -1.54
O 6.01497 6.49091 -0.90925 -0.31 -1.79 3.68
C -6.27364 -3.15574 1.31478 5.07 -3.34 2.20
H -6.00088 3.56702 0.63111 -0.22 -0.23 0.18
H 2.55024 -1.33925 -0.18844 -0.04 0.01 -0.05
H -6.84157 0.38591 3.33602 -0.36 -0.24 -0.10
H 9.08084 -2.35683 -3.69357 -1.05 0.71 -0.34
O -0.37324 -3.00372 -4.93893 2.48 -0.49 -0.94
H -1.13033 -7.55611 2.34361 -0.29 -0.17 0.10
H 0.14107 -3.02013 1.13800 -1.17 -0.08 -0.34
C 2.50718 -4.15844 -6.34118 2.17 0.31 -1.92
H 3.74653 -3.99316 -8.16998 0.07 0.41 0.20
H 7.71315 -3.26959 1.41365 0.19 -0.25 -0.45
C -1.67629 4.33320 5.89598 -0.79 1.18 0.39
H -6.97266 1.79332 4.34361 -0.36 -0.04 0.17
H -0.98734 -9.76470 -4.08885 0.29 0.15 0.30
H 6.37889 4.01134 -0.31901 0.19 -0.33 -0.06
O -4.16885 5.06735 8.34621 3.17 0.19 -1.61
C 3.02057 -2.94030 -5.48601 0.62 -2.04 -1.21
O -1.17532 -1.49133 1.85719 -0.74 -0.06 -0.14
H -7.02482 6.15847 -0.19451 -0.41 -0.01 -0.09
H -7.04062 -2.22046 -2.97734 -0.23 0.21 0.51
O -2.24594 0.55119 1.73241 3.02 -3.57 -1.59
H 2.19909 -0.32300 1.22069 0.03 0.03 -0.01
C -1.06754 -6.82157 3.14649 -0.30 -1.52 0.78
H -5.28618 5.18348 9.93784 -0.59 0.14 -0.19
H 0.48987 -7.90128 4.23434 0.04 0.11 -0.47
Br 0.66230 5.11746 -3.40014 -0.52 -0.26 -0.83
H 10.54601 -1.69147 -3.90871 1.03 0.17 1.31
C -5.37190 4.69400 8.96770 -0.36 0.02 -0.91
H 2.98064 -5.10597 -6.08407 -0.52 -0.14 0.73
C 9.67526 -1.54783 -3.26897 -1.28 -0.63 -0.50
H -8.36919 -3.50087 -0.60907 0.15 -0.30 0.39
H -0.06007 -1.33319 -0.64182 0.74 -0.58 -0.37
O 7.65304 -1.23402 -1.35009 2.78 -2.02 1.46
C -0.11792 4.27823 -5.02387 0.84 -1.71 0.50
H 8.66686 -2.08007 2.20549 0.66 0.19 -0.46
C -6.27100 -2.54682 -2.27786 0.86 -0.97 0.16
H 0.21223 2.26691 -4.22799 0.60 0.03 -0.07
H 7.77371 6.03769 -3.43108 0.48 1.59 0.15
C -5.03506 4.70917 -0.81072 0.07 -0.81 -0.79
O 9.11500 -2.34473 0.15408 -0.62 0.68 -1.18
H 3.49585 -2.20355 -6.13362 0.13 0.08 0.21
H 6.31922 5.44912 -3.68994 -1.52 0.50 0.08
C -7.30368 5.18651 0.21246 -0.90 0.05 -1.34
C 0.40980 2.81189 -5.15106 1.04 1.34 -0.54
H -0.62905 4.53276 6.12306 -0.21 -0.03 0.20
H -0.54353 -8.28202 -4.94110 0.15 -0.10 0.07
Br -9.33323 0.99413 3.68918 1.64 -0.30 0.36
Br 0.39575 -7.32914 -2.36500 0.38 -0.77 -0.39
H -5.33229 -2.08366 -2.58185 -0.09 0.40 0.16
Br 8.29306 2.64078 4.24752 -0.77 0.58 0.54
C -0.15096 -9.19568 -4.49476 0.40 0.35 0.48
C 1.87272 -0.58653 0.21464 -0.18 -0.46 -0.20
H -6.00269 0.02327 5.61222 -0.19 -0.52 0.29
H 5.25746 4.12098 -1.64255 0.02 0.33 -0.26
C 6.31107 4.22886 -1.38493 0.16 -0.72 0.39
H 2.09028 -3.23010 -8.25400 0.51 0.72 0.32
H 6.87844 3.54224 6.19290 -0.11 -0.74 -0.06
H 1.90059 0.31092 -0.40334 0.14 -0.14 -0.06
H 0.95499 -6.83703 2.78578 0.52 -0.42 0.32
H 3.62635 -3.22725 -4.62647 0.44 -0.06 -0.35
Br 0.48035 -10.28238 -5.99749 0.15 0.12 0.29
C 0.75498 -3.20660 -5.34901 -1.93 0.54 0.47
C 6.83911 5.60168 -1.60069 0.36 -0.67 0.16
O 1.84505 -2.48403 -4.98919 -2.89 1.51 1.43
H 5.18092 2.37989 3.72536 0.76 0.10 0.04
H -6.17107 5.02338 8.30367 -0.48 0.09 0.59
C 6.78359 6.14084 -2.98710 0.79 -2.40 -0.78
H -1.18094 4.09541 -4.86686 -0.08 0.66 0.14
C 8.19361 -2.30503 1.24970 -1.07 -0.08 0.50
O 5.39908 8.62301 -1.05660 0.98 -2.34 -1.64
H 1.84237 -8.51733 -4.10492 0.11 0.01 0.53
H -4.99280 4.94172 -1.87478 -0.76 -0.10 -0.21
O -5.66941 -3.66519 2.28642 -2.25 2.26 -3.11
O -0.31338 0.15454 0.59692 -0.93 -0.98 0.77
C 6.67600 3.44616 5.12619 0.08 -0.49 -1.08
C 0.05324 -1.96654 1.40323 2.37 -1.08 0.03
H -5.48354 3.62421 9.14431 0.29 -0.16 -0.24
C 5.84482 7.58332 -1.54804 -1.84 4.06 2.05
```
Forces are in eV/Å.

These are the Löwdin partial charges, in e, on atoms 1 to 99: number 1, C, carries -0.51; number 2, Br, carries 0.57; number 3, C, carries -0.38; number 4, C, carries -0.54; number 5, H, carries 0.06; number 6, H, carries 0.14; number 7, O, carries 0.06; number 8, C, carries -0.55; number 9, O, carries -0.02; number 10, O, carries 0.07; number 11, C, carries -0.50; number 12, H, carries 0.05; number 13, C, carries -0.63; number 14, Br, carries 0.42; number 15, O, carries 0.08; number 16, O, carries 0.11; number 17, H, carries 0.05; number 18, H, carries 0.16; number 19, O, carries 0.13; number 20, H, carries 0.15; number 21, O, carries 0.13; number 22, Br, carries 0.49; number 23, C, carries -0.72; number 24, H, carries 0.09; number 25, H, carries 0.09; number 26, H, carries 0.10; number 27, H, carries 0.05; number 28, H, carries 0.14; number 29, C, carries -0.08; number 30, C, carries -0.34; number 31, O, carries -0.01; number 32, C, carries -0.31; number 33, O, carries 0.09; number 34, H, carries 0.08; number 35, H, carries 0.05; number 36, H, carries 0.07; number 37, H, carries 0.05; number 38, H, carries 0.08; number 39, H, carries 0.09; number 40, H, carries 0.08; number 41, Br, carries 0.56; number 42, H, carries 0.10; number 43, H, carries 0.13; number 44, Br, carries 0.60; number 45, C, carries -0.70; number 46, C, carries -0.50; number 47, O, carries 0.11; number 48, H, carries 0.10; number 49, C, carries -0.65; number 50, C, carries -0.05; number 51, O, carries 0.12; number 52, C, carries -0.52; number 53, H, carries 0.15; number 54, H, carries 0.09; number 55, H, carries 0.05; number 56, H, carries 0.10; number 57, O, carries 0.14; number 58, H, carries 0.05; number 59, H, carries 0.14; number 60, C, carries -0.32; number 61, H, carries 0.09; number 62, H, carries 0.09; number 63, C, carries 0.01; number 64, H, carries 0.04; number 65, H, carries 0.05; number 66, H, carries 0.09; number 67, O, carries -0.07; number 68, C, carries -0.11; number 69, O, carries 0.11; number 70, H, carries 0.13; number 71, H, carries 0.09; number 72, O, carries 0.08; number 73, H, carries 0.09; number 74, C, carries -0.63; number 75, H, carries 0.09; number 76, H, carries 0.04; number 77, Br, carries 0.56; number 78, H, carries 0.09; number 79, C, carries -0.07; number 80, H, carries 0.15; number 81, C, carries -0.05; number 82, H, carries 0.14; number 83, H, carries 0.16; number 84, O, carries 0.07; number 85, C, carries -0.64; number 86, H, carries 0.09; number 87, C, carries -0.01; number 88, H, carries 0.05; number 89, H, carries 0.14; number 90, C, carries -0.01; number 91, O, carries 0.00; number 92, H, carries 0.14; number 93, H, carries 0.14; number 94, C, carries -0.05; number 95, C, carries -0.55; number 96, H, carries 0.09; number 97, H, carries 0.03; number 98, Br, carries 0.49; number 99, Br, carries 0.56